(1)
17
Properties=species:S:1:pos:R:3:forces:R:3 method="wB97M-V/def2-TZVPD" smiles="COCC/C=C/O" e_above_lowest_ev=2.709 energy_ha=-346.9259 multiplicity=1 molar_mass_g_mol=102.1 homo_lumo_gap_ev=9.374
O 1.36588 0.77305 0.83821 0.0 0.0 0.1
O -2.81236 -1.14677 0.80178 -0.2 -0.1 0.3
C -1.56036 -0.62283 0.61691 0.5 -0.1 -0.1
C -0.67376 -1.29994 -0.11569 -0.3 0.0 0.0
C 0.54829 1.77531 0.29106 -0.1 0.3 0.0
C 0.56972 -0.83117 -0.84121 0.0 0.0 -0.1
C 1.74742 -0.22342 -0.08031 0.0 -0.2 -0.1
H 0.25351 -0.09170 -1.58918 0.0 -0.1 0.0
H -1.38532 0.31512 1.13567 0.0 -0.1 -0.3
H 2.28980 -0.97768 0.49884 -0.2 0.1 0.0
H -0.41464 1.38419 -0.06593 0.3 0.2 0.0
H -1.02580 -2.29031 -0.39114 0.0 0.1 -0.2
H 2.45196 0.18381 -0.83076 -0.1 0.0 0.2
H 0.34970 2.47715 1.10356 0.0 0.0 -0.2
H 1.02707 2.30172 -0.54715 0.1 0.0 0.1
H -3.37573 -0.47343 1.19539 0.1 -0.2 0.1
H 0.95840 -1.67353 -1.42324 0.0 0.1 0.1

(2)
17
Properties=species:S:1:pos:R:3:forces:R:3 method="wB97M-V/def2-TZVPD" e_above_lowest_ev=5.281 energy_ha=-346.8314 multiplicity=1 molar_mass_g_mol=102.1 homo_lumo_gap_ev=9.120
O 1.63070 0.78894 0.99420 0.1 -0.3 0.1
O -1.03504 -0.61302 -0.27691 0.1 -0.1 0.0
C -2.34054 -0.09616 -0.17006 -0.3 0.1 0.0
C 0.34374 1.25103 0.68795 -0.3 0.2 -0.1
C 1.58746 -1.48085 -0.09870 0.0 -0.1 -0.4
C -0.07151 0.37867 -0.52672 0.2 0.1 -0.1
C 1.29851 -0.25046 -0.71102 0.0 -0.3 0.0
H 1.67187 -0.61794 0.88879 0.0 0.4 0.0
H -0.36720 0.97133 -1.40697 0.0 -0.1 0.1
H 2.01257 0.25437 -1.35579 -0.1 0.0 0.2
H 2.53941 -1.95636 -0.32454 -0.2 0.1 0.0
H -3.00815 -0.94221 0.00761 0.1 0.1 0.0
H 0.75066 -2.13982 0.11604 0.1 0.2 0.1
H -0.36722 1.20007 1.52930 0.1 -0.1 -0.1
H -2.43933 0.61161 0.66480 0.0 -0.1 -0.1
H -2.64935 0.41295 -1.09595 0.1 -0.1 0.1
H 0.38461 2.29888 0.35704 0.0 -0.1 0.1